Record 1
A molecular structure, C3H4LiO3Rh. Source: the OMol25 dataset; level of theory: ωB97M-V/def2-TZVPD.

Atoms and positions in Å:
Rh1 0.754868 0.560836 0.444685
O1 0.575867 -1.423487 0.032287
O2 -1.137615 0.584698 0.270939
O3 3.436696 1.370070 -0.091741
C1 -1.669951 -0.678552 0.087244
C2 -0.615605 -1.733342 0.021919
C3 2.234882 1.747422 -0.473766
Li1 -2.161241 2.060026 0.284949
H1 -2.259499 -0.779395 -0.847550
H2 -2.360545 -0.980349 0.901824
H3 4.114849 2.020385 -0.335470
H4 -0.912708 -2.748308 -0.295318

Forces on atoms 1 to 2 (eV/Å):
Rh 2.261 1.373 0.482
O -0.307 -1.397 0.182

Values from the calculation:
* total energy: -459.6858 Eh
* gap between HOMO and LUMO (spin up / spin down): 8.52 / 8.04 eV
* ΔE to the lowest compared entry with this formula, charge and spin: 23.2 kcal per mole
* net charge: +2
* LUMO (spin up / spin down): -8.908 / -10.919 eV
* spin multiplicity: 5

Atom charges from the Mulliken analysis, given in e for atoms 1 to 5: Rh 0.7347; O -0.5248; O -0.8782; O -0.2325; C -0.1192



Record 2
A molecular structure, C3H4MgO3Tl. Source: the OMol25 dataset; level of theory: ωB97M-V/def2-TZVPD.

Atoms and positions in Å:
Tl1 -2.488195 2.371610 0.336208
Mg1 0.840652 0.480838 0.110743
O1 3.615251 1.449369 -0.112814
O2 0.519740 -1.562073 -0.108109
O3 -1.118940 0.506838 0.176749
C1 -0.675384 -1.827692 -0.043648
C2 2.407304 1.942299 -0.280714
C3 -1.694880 -0.746745 0.093890
H1 -1.022077 -2.869296 -0.161271
H2 -2.302974 -1.011820 0.983917
H3 -2.381355 -0.860957 -0.770832
H4 4.300860 2.127633 -0.224120

Forces on atoms 1 to 2 (eV/Å):
Tl -0.278 0.493 0.019
Mg 0.554 -0.149 -0.217

Values from the calculation:
* total energy: -714.6929 Eh
* gap between HOMO and LUMO: 5.24 eV
* ΔE to the lowest compared entry with this formula, charge and spin: 60.0 kcal per mole
* net charge: +1
* LUMO: -4.347 eV
* spin multiplicity: 1

Atom charges from the Mulliken analysis, given in e for atoms 1 to 5: Tl 0.7052; Mg 0.7194; O -0.2529; O -0.4154; O -0.7878



Record 3
A molecular structure, C3H4MnO3. Source: the OMol25 dataset; level of theory: ωB97M-V/def2-TZVPD.

Atoms and positions in Å:
Mn1 -0.809768 1.038640 -0.908231
O1 -1.295992 1.018782 0.951984
O2 0.386425 -0.220353 1.706059
O3 -0.017507 -0.002959 -2.160122
C1 1.511623 -1.312928 -0.091131
C2 -0.722173 0.612124 1.987974
C3 0.403877 -1.082258 0.648554
H1 -0.123938 0.384603 -3.094143
H2 1.529634 -2.166367 -0.770852
H3 2.433732 -0.751371 0.079912
H4 -0.519316 -1.657127 0.520098

Forces on atoms 1 to 2 (eV/Å):
Mn 0.157 -0.461 0.921
O -0.596 0.275 -0.986

Values from the calculation:
* total energy: -1493.3224 Eh
* gap between HOMO and LUMO (spin up / spin down): 7.40 / 6.53 eV
* ΔE to the lowest compared entry with this formula, charge and spin: 49.7 kcal per mole
* LUMO (spin up / spin down): -0.773 / -1.730 eV
* spin multiplicity: 6

Atom charges from the Mulliken analysis, given in e for atoms 1 to 5: Mn 1.1068; O -0.3694; O -0.1398; O -0.7487; C -0.5961